{
  "formula": "C74H169N11O11",
  "method": "ωB97M-V/def2-TZVPD",
  "symbols": ["C", "C", "C", "O", "C", "N", "H", "H", "H", "H", "H", "H", "H", "H", "H", "H", "H", "C", "C", "C", "O", "C", "N", "H", "H", "H", "H", "H", "H", "H", "H", "H", "H", "H", "C", "C", "C", "O", "C", "N", "H", "H", "H", "H", "H", "H", "H", "H", "H", "H", "H", "C", "C", "C", "O", "C", "N", "H", "H", "H", "H", "H", "H", "H", "H", "H", "H", "H", "C", "C", "C", "O", "C", "N", "H", "H", "H", "H", "H", "H", "H", "H", "H", "H", "H", "C", "C", "C", "C", "C", "C", "N", "O", "C", "C", "C", "H", "H", "H", "H", "H", "H", "H", "H", "H", "H", "H", "H", "H", "H", "H", "H", "H", "H", "H", "C", "C", "C", "C", "C", "C", "N", "O", "C", "C", "C", "H", "H", "H", "H", "H", "H", "H", "H", "H", "H", "H", "H", "H", "H", "H", "H", "H", "H", "H", "C", "C", "C", "C", "C", "C", "N", "O", "C", "C", "C", "H", "H", "H", "H", "H", "H", "H", "H", "H", "H", "H", "H", "H", "H", "H", "H", "H", "H", "H", "C", "C", "C", "C", "C", "C", "N", "O", "C", "C", "C", "H", "H", "H", "H", "H", "H", "H", "H", "H", "H", "H", "H", "H", "H", "H", "H", "H", "H", "H", "C", "C", "C", "C", "C", "C", "N", "O", "C", "C", "C", "H", "H", "H", "H", "H", "H", "H", "H", "H", "H", "H", "H", "H", "H", "H", "H", "H", "H", "H", "C", "C", "C", "C", "C", "C", "N", "O", "C", "C", "C", "H", "H", "H", "H", "H", "H", "H", "H", "H", "H", "H", "H", "H", "H", "H", "H", "H", "H", "H"],
  "positions_angstrom": [[-8.10979, 1.80374, 6.54010], [-7.98716, 3.01811, 5.65612], [-6.81489, 3.89425, 5.96600], [-6.74634, 4.42928, 7.26586], [-7.81166, 5.34881, 7.58678], [-8.23234, 2.74497, 4.23112], [-9.10383, 1.37781, 6.40389], [-7.95675, 1.98563, 7.60387], [-7.28275, 1.11389, 6.37210], [-8.83415, 3.65460, 5.91223], [-6.75821, 4.73814, 5.27846], [-5.89314, 3.37883, 5.69616], [-7.43744, 6.01652, 8.36280], [-8.64092, 4.75706, 7.97442], [-8.16959, 5.88870, 6.71012], [-9.04417, 2.16377, 4.07864], [-8.41086, 3.58762, 3.70370], [-8.91329, -4.89693, 0.16725], [-9.92047, -3.70187, -0.10755], [-10.00087, -2.78492, 1.08699], [-11.09584, -1.96133, 1.24229], [-12.42649, -2.55891, 1.21089], [-9.67242, -2.99847, -1.36492], [-9.00399, -5.64525, -0.62008], [-9.13769, -5.46242, 1.07166], [-7.86935, -4.58908, 0.22656], [-10.88237, -4.15680, -0.34399], [-9.15367, -2.12280, 0.90821], [-10.06891, -3.37829, 1.99879], [-12.82334, -2.94357, 0.27140], [-13.16576, -1.85546, 1.59394], [-12.31613, -3.43478, 1.85023], [-10.09263, -2.09627, -1.53682], [-8.68881, -2.83692, -1.20213], [7.85948, -6.43904, -2.58014], [6.85774, -6.54847, -1.38791], [6.58085, -5.25117, -0.63339], [5.97632, -5.45303, 0.61537], [5.86088, -4.34179, 1.49133], [5.66850, -7.13040, -2.08682], [7.43109, -5.65855, -3.20896], [8.10382, -7.35858, -3.11197], [8.82641, -6.08979, -2.21794], [7.17234, -7.32294, -0.68839], [5.84655, -4.70902, -1.22921], [7.47124, -4.65099, -0.44608], [4.88969, -3.85893, 1.38299], [6.78241, -3.76109, 1.45049], [5.91622, -4.73509, 2.50639], [4.80949, -7.33180, -1.59525], [5.38621, -6.56727, -2.87630], [-5.98407, 7.73136, 0.21563], [-7.19170, 8.63119, 0.58167], [-7.42446, 9.89200, -0.22134], [-7.27355, 9.73091, -1.65449], [-7.56071, 10.89724, -2.32083], [-8.37626, 7.75551, 0.59740], [-5.15509, 8.06715, 0.83863], [-5.73342, 7.69166, -0.84442], [-6.12446, 6.73540, 0.63572], [-6.95363, 9.03608, 1.56528], [-6.65496, 10.61480, 0.04980], [-8.43956, 10.28674, -0.17843], [-7.18548, 11.83616, -1.91373], [-8.63770, 11.00891, -2.19536], [-7.24886, 10.82804, -3.36298], [-9.21760, 8.31322, 0.63213], [-8.48874, 7.42680, -0.35097], [-2.18041, -1.38399, 1.77439], [-2.44732, -0.23718, 0.77449], [-1.23473, 0.66707, 0.40389], [-0.05541, -0.07724, 0.11501], [1.11508, 0.72774, -0.16767], [-2.85332, -0.93852, -0.34618], [-1.51415, -2.17203, 1.42340], [-3.13124, -1.84670, 2.03880], [-1.73130, -1.03476, 2.70415], [-3.28112, 0.41987, 1.02185], [-1.06639, 1.22012, 1.32796], [-1.45211, 1.39111, -0.38136], [1.34812, 1.37136, 0.68057], [0.99060, 1.33912, -1.06144], [2.06325, 0.21343, -0.32435], [-2.89578, -0.25773, -1.09104], [-2.04690, -1.48546, -0.61197], [12.94316, 3.43174, 3.33561], [12.08229, 4.61734, 2.90705], [12.60141, 5.23804, 1.62813], [12.16503, 4.49421, 0.33182], [10.57846, 4.33811, 0.38810], [10.07479, 3.67051, 1.68479], [10.60261, 4.38762, 2.81753], [10.09126, 3.85987, 3.99651], [8.58874, 3.93892, 1.60228], [10.37247, 2.10763, 1.50649], [12.27454, 5.74101, 3.97923], [13.35069, 2.86385, 2.49923], [12.38118, 2.76366, 3.98826], [13.83976, 3.79577, 3.83729], [12.48189, 6.32146, 1.63311], [13.68581, 5.15394, 1.69956], [12.64110, 3.51600, 0.26423], [12.57395, 4.99146, -0.54775], [10.39585, 3.64114, -0.42982], [10.02743, 5.25374, 0.17343], [8.14610, 3.43958, 2.46415], [8.36849, 4.99748, 1.74028], [8.24092, 3.55826, 0.64196], [10.31364, 1.54508, 2.43825], [9.70541, 1.58412, 0.82160], [11.42068, 2.01766, 1.22142], [13.34108, 5.92579, 4.10747], [11.71448, 5.73013, 4.91428], [11.93248, 6.70679, 3.60727], [9.51201, 4.56733, 4.28900], [6.49996, -0.19204, -7.45406], [7.23929, 1.18117, -7.55227], [8.26274, 1.05294, -8.72746], [8.83975, 2.50513, -9.06493], [7.66374, 3.33150, -9.52189], [6.61098, 3.50311, -8.40411], [6.23770, 2.17922, -7.88283], [5.15115, 2.22248, -6.96450], [7.11662, 4.37704, -7.25860], [5.36948, 4.28802, -8.97787], [8.04176, 1.38298, -6.25904], [7.09321, -1.09330, -7.29951], [5.96738, -0.37254, -8.38781], [5.84683, -0.27636, -6.58549], [9.07752, 0.37405, -8.47576], [7.83470, 0.57368, -9.60790], [9.55165, 2.37404, -9.87986], [9.47889, 2.95766, -8.30676], [7.24941, 3.06966, -10.49547], [8.06581, 4.33225, -9.67980], [6.57382, 4.14392, -6.34256], [8.14258, 4.17192, -6.95292], [6.98870, 5.43389, -7.49269], [5.67129, 5.15876, -9.55996], [4.80321, 3.55492, -9.55233], [4.70161, 4.61944, -8.18275], [8.72146, 0.53596, -6.16604], [7.48685, 1.46307, -5.32429], [8.73214, 2.22573, -6.29466], [4.52309, 1.58728, -7.31619], [-13.52768, 3.52399, -5.69426], [-12.64754, 2.27212, -5.45565], [-12.31056, 1.60259, -6.77625], [-11.22180, 2.30492, -7.56660], [-10.01506, 2.52434, -6.69431], [-10.32033, 3.29681, -5.32937], [-11.46797, 2.63860, -4.61157], [-11.79568, 3.04989, -3.30614], [-9.04596, 3.06294, -4.50104], [-10.55173, 4.78147, -5.49073], [-13.47505, 1.22558, -4.64400], [-13.33340, 4.00426, -6.65326], [-13.41809, 4.18765, -4.83656], [-14.60636, 3.36799, -5.70985], [-11.86295, 0.62250, -6.61137], [-13.08795, 1.46385, -7.52761], [-11.62285, 3.12992, -8.15536], [-10.94106, 1.52974, -8.27961], [-9.24774, 2.96257, -7.33248], [-9.59379, 1.53659, -6.50730], [-8.15336, 3.22147, -5.10620], [-9.13317, 3.70597, -3.62525], [-9.07410, 2.02076, -4.18296], [-9.63648, 5.30290, -5.77093], [-11.34070, 4.92918, -6.22816], [-10.90205, 5.26699, -4.57988], [-12.90101, 0.33764, -4.37914], [-14.25535, 0.76121, -5.24700], [-13.95727, 1.66319, -3.76990], [-11.52900, 2.31725, -2.74604], [-0.35351, -1.39347, -7.87231], [-1.30312, -1.44622, -6.64389], [-2.69961, -1.96507, -6.99285], [-2.69663, -3.48774, -7.45219], [-2.22627, -4.26970, -6.18977], [-0.86402, -3.79575, -5.66734], [-0.76646, -2.33710, -5.58052], [0.45065, -1.96780, -5.04230], [-0.82461, -4.42053, -4.18608], [0.24624, -4.48964, -6.62511], [-1.47906, -0.05607, -5.94875], [-0.40917, -2.33381, -8.42074], [0.69380, -1.16300, -7.67708], [-0.74834, -0.62789, -8.54022], [-3.32769, -1.87834, -6.10624], [-3.25406, -1.32347, -7.67771], [-2.15601, -3.67738, -8.37947], [-3.68507, -3.89314, -7.66837], [-2.29673, -5.34611, -6.34621], [-2.98997, -4.09003, -5.43308], [-1.49495, -3.84908, -3.54406], [-1.08652, -5.47564, -4.10724], [0.12358, -4.29944, -3.66226], [-0.09375, -4.86366, -7.59082], [1.26963, -4.11452, -6.63224], [0.43329, -5.51913, -6.31974], [-2.23438, 0.45973, -6.54166], [-0.63292, 0.63053, -5.92139], [-1.83179, -0.10694, -4.91865], [0.13594, -1.76015, -4.15943], [3.80866, 1.69719, 12.21524], [3.88932, 1.61441, 10.65271], [3.30123, 0.22267, 10.27050], [2.72123, 0.16347, 8.88285], [1.63578, 1.21995, 8.71775], [2.14081, 2.62111, 9.02220], [3.01633, 2.72595, 10.21506], [3.55517, 3.97817, 10.48756], [2.91788, 3.20057, 7.87483], [0.84966, 3.41196, 9.37233], [5.37791, 1.73633, 10.23971], [2.79327, 1.85332, 12.57951], [4.41185, 2.51183, 12.61601], [4.42094, 0.88438, 12.60582], [4.08601, -0.53287, 10.23318], [2.59287, -0.22684, 10.96638], [2.32703, -0.79308, 8.53976], [3.49476, 0.36806, 8.14264], [0.80709, 0.96991, 9.38020], [1.32981, 1.13594, 7.67495], [3.85979, 2.68163, 7.69708], [2.38986, 3.05781, 6.93200], [3.14548, 4.24580, 8.08409], [0.89773, 4.46023, 9.66716], [0.09482, 3.33967, 8.58933], [0.39121, 2.90080, 10.21887], [5.95221, 2.63931, 10.44683], [5.37505, 1.56080, 9.16393], [5.94556, 0.87229, 10.58513], [3.04700, 4.41892, 11.17246], [5.18035, -10.91798, 4.18320], [3.69682, -11.12085, 4.44482], [3.65211, -11.55950, 5.91533], [2.18303, -11.42677, 6.49112], [1.74681, -10.04157, 6.21350], [1.81957, -9.47784, 4.71751], [3.10461, -9.87020, 4.11529], [3.21732, -9.64809, 2.74185], [0.63490, -9.94248, 3.80651], [1.74964, -7.91041, 4.77531], [3.26458, -12.36078, 3.68244], [5.85338, -11.76656, 4.30593], [5.36636, -10.54416, 3.17634], [5.46399, -10.10626, 4.85309], [4.13892, -12.53429, 5.88554], [4.34147, -10.92398, 6.47120], [1.59211, -12.16506, 5.94905], [2.07290, -11.67864, 7.54589], [2.17211, -9.32559, 6.91678], [0.66723, -10.04173, 6.36381], [0.59365, -9.34788, 2.89391], [-0.29248, -9.98171, 4.37794], [0.86375, -10.95289, 3.46768], [2.59212, -7.49016, 5.32459], [0.81905, -7.64600, 5.27751], [1.85828, -7.48353, 3.77827], [2.18600, -12.51638, 3.70580], [3.37143, -12.13707, 2.62100], [3.69869, -13.27891, 4.07827], [3.95163, -9.02973, 2.73702]],
  "lowdin_charge": [-0.0537, -0.4689, -0.2385, -0.1819, -0.0844, 0.0394, 0.0796, 0.0781, 0.0823, 0.1139, 0.1183, 0.1295, 0.0870, 0.0800, 0.0872, 0.0649, 0.0671, -0.0410, -0.4421, -0.2503, -0.1927, -0.0707, 0.0362, 0.0704, 0.0696, 0.0726, 0.1171, 0.1350, 0.1224, 0.0765, 0.0849, 0.0823, 0.0716, 0.0581, -0.0664, -0.3856, -0.2213, -0.2045, -0.0965, 0.0094, 0.0737, 0.0765, 0.0668, 0.1321, 0.1241, 0.1189, 0.0881, 0.0842, 0.0812, 0.0634, 0.0561, -0.0509, -0.4145, -0.1789, -0.2005, -0.1566, 0.0289, 0.0682, 0.0754, 0.0720, 0.1266, 0.1245, 0.1179, 0.0842, 0.0830, 0.0940, 0.0575, 0.0696, -0.0568, -0.4543, -0.2004, -0.1945, -0.0906, 0.0105, 0.0773, 0.0758, 0.0708, 0.1405, 0.1144, 0.1203, 0.0808, 0.0810, 0.0809, 0.0730, 0.0711, -0.0300, -0.4871, -0.1514, -0.1317, -0.1283, -0.5234, -0.1115, -0.0115, -0.0558, -0.0064, -0.0431, 0.0743, 0.0843, 0.0794, 0.1113, 0.1153, 0.0891, 0.1010, 0.1083, 0.1137, 0.0801, 0.0887, 0.0896, 0.0720, 0.0785, 0.0578, 0.0813, 0.0773, 0.0703, 0.1078, -0.0452, -0.5016, -0.1032, -0.1655, -0.1479, -0.4922, -0.1135, -0.0116, -0.0423, -0.0314, -0.0370, 0.0795, 0.0827, 0.0755, 0.1091, 0.1123, 0.1016, 0.1000, 0.1235, 0.1162, 0.0857, 0.0625, 0.0835, 0.0814, 0.0791, 0.0745, 0.0806, 0.0862, 0.0608, 0.0967, -0.0328, -0.4755, -0.1613, -0.2175, -0.1259, -0.4780, -0.1205, -0.0061, -0.0491, -0.0380, -0.0459, 0.0706, 0.0806, 0.0768, 0.1190, 0.1287, 0.1096, 0.1092, 0.1186, 0.1166, 0.0835, 0.0792, 0.0819, 0.0864, 0.0668, 0.0853, 0.0785, 0.0781, 0.0765, 0.1046, -0.0154, -0.4800, -0.1251, -0.1444, -0.1679, -0.4317, -0.1615, 0.0002, -0.0338, -0.0247, -0.0321, 0.0635, 0.0812, 0.0801, 0.1152, 0.1126, 0.0923, 0.0995, 0.1183, 0.1114, 0.0717, 0.0771, 0.0662, 0.0641, 0.0720, 0.0611, 0.0738, 0.0760, 0.0781, 0.1022, -0.0487, -0.4647, -0.1340, -0.1964, -0.1455, -0.5097, -0.1365, -0.0047, -0.0345, -0.0354, -0.0290, 0.0851, 0.0682, 0.0784, 0.1148, 0.1199, 0.1146, 0.1058, 0.1176, 0.1228, 0.0762, 0.0845, 0.0845, 0.0753, 0.0824, 0.0764, 0.0828, 0.0667, 0.0777, 0.1053, -0.0465, -0.5701, -0.1217, -0.1633, -0.1379, -0.4440, -0.1298, -0.0025, -0.0211, -0.0376, -0.0380, 0.0923, 0.0776, 0.0873, 0.1086, 0.1093, 0.1061, 0.1100, 0.1181, 0.1080, 0.0785, 0.0796, 0.0622, 0.0747, 0.0819, 0.0729, 0.0640, 0.0865, 0.0897, 0.1051],
  "energy_ha": -4350.19967,
  "smiles": "CC1(C)CCCC(C)(C)N1O.CC1(C)CCCC(C)(C)N1O.CC1(C)CCCC(C)(C)N1O.CC1(C)CCCC(C)(C)N1O.CC1(C)CCCC(C)(C)N1O.CC1(C)CCCC(C)(C)N1O.COC[C@H](C)N.COC[C@H](C)N.COC[C@H](C)N.COC[C@H](C)N.COC[C@H](C)N",
  "spin_multiplicity": 1,
  "fmax_ev_per_a": 3.70,
  "gap_ha": 0.29737
}